1.
Below is C35H52As2NO10PRuS2Sb2Se as an isolated structure, with properties calculated with ωB97M-V/def2-TZVPD.

- Strongest force on any atom: 0.4 eV Å⁻¹
- Spin multiplicity: 2
- Relative energy (zero: lowest compared OMol25 entry of this formula, charge and spin): 1.630 eV
- Energy: -292738.0016 eV
- LUMO level (spin up / spin down): -0.13165 / -0.15294 Ha
- HOMO energy (spin up / spin down): -0.39283 / -0.39150 Ha
- Kohn-Sham gap (spin up / spin down): 7.107 / 6.492 eV
- Charge: +1

The geometry in XYZ format:
```
107
Properties=species:S:1:pos:R:3:mulliken_spin:R:1
Ru 0.1668 -0.9792 0.5143 0.5922
C -3.0397 -5.6761 -2.7676 0.0001
C -1.6696 -5.0564 -2.8819 -0.0001
O -1.3134 -4.3834 -1.6366 -0.0021
P -1.4389 -2.8293 -1.4037 -0.0062
S -1.8772 -2.3495 0.4994 -0.0125
S 0.3791 -1.9817 -1.7000 0.0316
O -2.6138 -2.4922 -2.3852 0.0028
C -3.7225 -1.5670 -2.1910 -0.0031
C -4.4181 -1.4240 -3.5176 -0.0002
H -3.2683 -6.2200 -3.6850 0.0000
H -3.8006 -4.9110 -2.6225 0.0000
H -3.0763 -6.3775 -1.9346 0.0000
H -1.6126 -4.3456 -3.7049 -0.0002
H -0.8972 -5.8112 -3.0153 -0.0001
H -3.3466 -0.6205 -1.8100 0.0007
H -4.3783 -2.0221 -1.4463 0.0007
H -3.7440 -0.9991 -4.2594 0.0000
H -5.2692 -0.7558 -3.4081 0.0000
H -4.7702 -2.3956 -3.8657 0.0000
C 3.6879 1.5697 -0.2592 -0.0033
Sb 2.6515 -0.1189 0.5400 -0.0285
C 3.6003 -0.0400 2.4349 -0.0041
C 3.9231 -1.5635 -0.4625 0.0025
C 4.8424 -2.1814 0.5384 0.0014
C 6.0844 -1.6064 0.7903 -0.0004
C 6.9044 -2.0764 1.8046 0.0005
C 6.4832 -3.1396 2.5873 0.0001
C 5.2603 -3.7391 2.3245 0.0016
C 4.4321 -3.2808 1.3031 -0.0031
C 3.1635 -4.0213 0.9985 -0.0057
Sb 1.2042 -3.2350 1.4442 -0.0017
C 0.2873 -5.0591 0.8827 -0.0010
C 1.2180 -3.5278 3.5474 -0.0005
H 4.7349 1.4096 -0.0013 0.0002
H 3.3511 2.5022 0.1851 0.0003
H 3.5846 1.6160 -1.3405 -0.0001
H 4.6543 0.1848 2.2851 -0.0002
H 3.5148 -0.9980 2.9473 0.0002
H 3.1377 0.7348 3.0399 0.0002
H 4.4726 -1.0108 -1.2244 0.0001
H 3.2795 -2.2839 -0.9653 -0.0011
H 6.4120 -0.7720 0.1793 -0.0001
H 7.8666 -1.6146 1.9813 0.0000
H 7.1109 -3.5163 3.3835 -0.0002
H 4.9488 -4.5957 2.9114 0.0002
H 3.1362 -4.9460 1.5784 -0.0006
H 3.1091 -4.3096 -0.0540 -0.0004
H 0.8145 -5.8356 1.4374 -0.0002
H 0.3944 -5.2243 -0.1841 -0.0011
H -0.7657 -5.0602 1.1448 -0.0001
H 1.3770 -4.5889 3.7366 0.0009
H 0.2670 -3.2162 3.9753 -0.0049
H 2.0316 -2.9613 3.9977 -0.0007
Se -0.5984 -0.1295 2.5913 0.4020
C 0.6687 0.5709 3.8539 0.0157
C 0.9804 1.9242 3.8285 0.0057
C 1.8623 2.4208 4.7781 0.0077
N 2.4235 1.6750 5.7261 -0.0007
C 2.0812 0.3911 5.7685 0.0040
C 1.2106 -0.2049 4.8659 0.0026
H 0.5390 2.5896 3.1004 -0.0125
H 2.1269 3.4730 4.7783 -0.0001
H 2.5258 -0.1980 6.5630 0.0001
H 0.9637 -1.2523 4.9648 -0.0107
C -1.4962 3.1794 -4.7341 -0.0001
O -1.6611 1.7782 -4.5118 -0.0003
C -1.7035 1.2025 -3.3074 0.0053
O -1.4255 0.0342 -3.2115 -0.0034
C -2.0493 1.9816 -2.0632 0.0158
C -3.0687 2.8535 -2.0096 -0.0006
As -3.6655 4.1259 -0.4959 -0.0015
C -2.2553 5.4638 -0.7858 -0.0004
C -2.7230 2.7485 0.5547 -0.0101
C -1.3743 2.6828 0.5693 0.0262
As -0.7566 1.2917 -0.6562 -0.0044
C 0.7322 2.0820 -1.6498 -0.0043
C -0.6018 3.8648 1.0481 0.0145
O -1.0647 4.6969 1.7850 -0.0008
O 0.6904 3.8700 0.6762 -0.0017
C 1.4527 4.9600 1.2240 0.0006
C -3.6808 1.5781 0.5762 -0.0137
O -4.7288 1.5756 -0.0233 0.0011
O -3.3012 0.6175 1.4089 0.0094
C -4.3201 -0.3496 1.7336 0.0012
C -4.0694 2.7454 -3.1525 -0.0011
O -4.4517 1.6613 -3.4936 0.0000
O -4.5671 3.8293 -3.7594 0.0000
C -4.0913 5.1453 -3.5003 0.0001
H -2.3610 3.5434 -5.2854 -0.0001
H -0.6003 3.3063 -5.3385 -0.0001
H -1.3867 3.7300 -3.8025 0.0002
H -2.6351 6.1738 -1.5176 0.0000
H -1.3139 5.0428 -1.1393 0.0000
H -2.0952 5.9968 0.1484 0.0003
H 0.3990 2.9567 -2.2051 0.0007
H 1.0839 1.3165 -2.3438 -0.0007
H 1.5195 2.3724 -0.9743 0.0006
H 2.4706 4.8208 0.8752 0.0001
H 1.4157 4.9374 2.3113 -0.0002
H 1.0570 5.9110 0.8738 -0.0001
H -3.9217 -0.9210 2.5655 -0.0005
H -4.5132 -0.9975 0.8821 -0.0003
H -5.2342 0.1688 2.0143 0.0007
H -4.2934 5.7206 -4.3996 0.0000
H -3.0201 5.1559 -3.3038 -0.0002
H -4.6374 5.5896 -2.6672 0.0001
```



2.
Below is C35H52N4O3SSiV as an isolated structure, with properties calculated with ωB97M-V/def2-TZVPD.

- Strongest force on any atom: 1.2 eV Å⁻¹
- Spin multiplicity: 3
- Relative energy (zero: lowest compared OMol25 entry of this formula, charge and spin): 0.678 eV
- Energy: -93642.4534 eV
- LUMO level (spin up / spin down): -0.10870 / -0.08684 Ha
- HOMO energy (spin up / spin down): -0.39501 / -0.39802 Ha
- Kohn-Sham gap (spin up / spin down): 7.791 / 8.468 eV
- Charge: +1

The geometry in XYZ format:
```
97
Properties=species:S:1:pos:R:3:mulliken_spin:R:1
V -1.8947 0.0744 0.0389 1.9505
C -3.3633 3.4338 -0.8988 0.0050
C -2.6135 2.6360 0.1417 0.0287
C -1.2195 2.8497 0.2562 0.0193
C -0.5123 3.7097 -0.7590 0.0011
C -0.5146 2.3438 1.3558 -0.0493
C 0.8917 2.7965 1.6430 0.0043
C -1.1560 1.4874 2.2743 0.0300
C -0.3715 0.9363 3.4368 -0.0063
C -2.5331 1.2339 2.1485 0.0355
C -3.3034 0.5271 3.2363 0.0013
C -3.2710 1.8263 1.0873 -0.0157
C -4.7730 1.6847 1.1222 0.0162
H -3.0460 3.1932 -1.9155 -0.0005
H -3.1636 4.4947 -0.7435 -0.0004
H -4.4362 3.2929 -0.8468 -0.0010
H -0.4829 4.7512 -0.4282 0.0008
H -1.0115 3.6921 -1.7250 0.0007
H 0.5097 3.3721 -0.9088 -0.0006
H 1.6173 2.0218 1.3892 -0.0007
H 0.9943 3.0249 2.7034 0.0001
H 1.1407 3.6903 1.0804 -0.0006
H -0.4759 1.5888 4.3074 0.0013
H 0.6864 0.8579 3.1996 0.0004
H -0.7103 -0.0556 3.7232 -0.0012
H -3.9256 -0.2727 2.8340 0.0028
H -3.9620 1.2446 3.7297 0.0004
H -2.6555 0.1024 3.9940 -0.0019
H -5.1779 2.2930 1.9346 0.0003
H -5.0697 0.6521 1.2977 0.0013
H -5.2554 1.9969 0.2051 -0.0032
N -1.2817 0.4082 -1.9148 -0.0078
C -1.1996 -0.8902 -2.6364 0.0069
C 0.0265 -1.6816 -2.1961 0.0109
C 0.3854 -1.6185 -0.7064 -0.0153
O 1.3457 -2.2553 -0.3203 0.0007
O -0.3246 -0.8651 0.0927 0.0497
H -1.8537 1.0496 -2.4561 0.0117
H -0.3331 0.8169 -1.8698 0.0014
H -1.1468 -0.7239 -3.7136 0.0034
H -2.1116 -1.4471 -2.4273 -0.0073
H 0.9144 -1.3232 -2.7177 0.0005
H -0.0906 -2.7331 -2.4547 0.0014
C 7.3643 -2.1761 -1.7720 0.0000
C 6.3434 -1.0592 -1.9555 0.0000
C 5.0261 -1.3914 -1.2680 0.0001
N 4.0498 -0.3373 -1.5235 0.0002
C 3.1328 0.1716 -0.7180 -0.0007
S 1.9391 1.1754 -1.3351 0.0009
N 3.1728 -0.1078 0.6397 -0.0006
C 4.2519 -0.0803 1.5255 0.0001
O 4.1574 -0.6378 2.5931 0.0000
C 5.4459 0.7206 1.1184 0.0003
C 5.3166 1.9383 0.4559 0.0000
C 6.4463 2.6575 0.0986 0.0000
C 7.7079 2.1643 0.4005 0.0000
C 7.8386 0.9669 1.0910 0.0000
C 6.7115 0.2525 1.4611 0.0000
H 8.2976 -1.9278 -2.2749 0.0000
H 6.9938 -3.1132 -2.1899 0.0000
H 7.5780 -2.3317 -0.7134 0.0000
H 6.1567 -0.9064 -3.0232 0.0000
H 6.7324 -0.1234 -1.5471 0.0000
H 5.1730 -1.5050 -0.1984 0.0000
H 4.6251 -2.3362 -1.6477 0.0000
H 3.9883 -0.0228 -2.4804 0.0000
H 2.3450 -0.5773 0.9920 0.0017
H 4.3356 2.3415 0.2360 0.0000
H 6.3394 3.6044 -0.4139 0.0000
H 8.5891 2.7194 0.1066 0.0000
H 8.8213 0.5926 1.3457 0.0000
H 6.7979 -0.6775 2.0094 0.0000
C -4.4263 -3.6188 1.5006 0.0004
Si -2.9020 -2.7714 0.7588 0.0182
C -1.7597 -2.4638 2.2347 0.0181
C -2.0900 -3.9456 -0.4828 -0.0026
N -3.1968 -1.2176 -0.1055 -0.1084
C -4.3067 -1.0627 -0.9518 -0.0206
C -4.5099 0.1434 -1.6479 0.0789
C -5.6309 0.3656 -2.4267 0.0124
C -6.6074 -0.6105 -2.5495 -0.0145
C -6.4161 -1.8209 -1.9036 0.0075
C -5.2808 -2.0527 -1.1447 -0.0193
H -4.1200 -4.1533 2.4020 -0.0004
H -4.8502 -4.3598 0.8218 0.0000
H -5.2234 -2.9257 1.7763 0.0002
H -1.0652 -3.3040 2.3043 0.0009
H -2.3221 -2.4317 3.1690 0.0026
H -1.1571 -1.5620 2.1523 -0.0052
H -2.2683 -4.9817 -0.1889 -0.0002
H -1.0087 -3.7986 -0.4978 0.0001
H -2.4716 -3.8204 -1.4984 -0.0008
H -3.7781 0.9351 -1.5534 -0.0429
H -5.7568 1.3122 -2.9385 0.0007
H -7.4931 -0.4346 -3.1437 -0.0005
H -7.1592 -2.6033 -1.9876 0.0000
H -5.1493 -3.0277 -0.7044 -0.0011
```